# 1
57
Properties=species:S:1:pos:R:3:forces:R:3:lowdin_charge:R:1 method="wB97M-V/def2-TZVPD" de_lowest_kj_mol=31.6 homo_ev="-10.87 / -10.96" orbital_gap_ev="6.464 / 6.649" charge=+1
W 0.366692 0.415318 0.294179 0.055 0.427 0.987 1.398
C 1.961949 -0.380834 -1.162164 -0.233 -0.195 -0.194 -0.324
C 1.020537 0.348228 -1.965180 -0.084 0.038 -0.114 -0.310
C 1.101096 1.708603 -1.590889 0.342 -0.052 -0.245 -0.350
C 2.067672 1.836952 -0.543467 -0.093 -0.062 -0.372 -0.302
C 2.657008 0.560275 -0.341006 -0.015 -0.001 0.086 -0.323
C 3.975518 0.262026 0.302031 0.044 -0.052 -0.066 -0.077
C 2.452071 3.131452 0.099394 0.038 0.027 0.086 -0.005
C 0.442720 2.847939 -2.285418 -0.083 0.063 0.071 -0.051
C 0.150497 -0.216155 -3.046804 0.070 0.024 -0.059 -0.006
C 2.390866 -1.795225 -1.396506 0.100 -0.041 -0.095 -0.019
H 4.707892 0.155057 -0.503368 0.002 0.023 0.007 0.107
H 3.980137 -0.673850 0.858051 -0.037 0.015 0.029 0.065
H 4.318353 1.062322 0.951033 -0.024 0.005 0.016 0.057
H 2.950865 3.774500 -0.628663 0.014 -0.003 0.004 0.103
H 3.129071 2.980156 0.937858 -0.012 -0.026 0.008 0.076
H 1.580702 3.674955 0.469290 -0.005 -0.015 -0.035 0.093
H 1.122435 3.212569 -3.059460 -0.004 0.016 -0.012 0.109
H 0.224263 3.673577 -1.609851 0.027 -0.004 0.016 0.080
H -0.490536 2.553888 -2.761674 0.015 -0.025 -0.011 0.071
H 0.649321 -0.154190 -4.016102 0.042 -0.004 0.012 0.103
H -0.788780 0.329667 -3.127856 0.012 0.003 0.001 0.076
H -0.087256 -1.264557 -2.866816 0.009 -0.008 0.005 0.080
H 3.199321 -1.816334 -2.132168 -0.035 0.016 -0.029 0.105
H 1.579719 -2.407311 -1.790736 -0.017 0.007 0.027 0.082
H 2.776880 -2.267271 -0.495824 0.025 0.043 0.021 0.071
Cl -2.788794 -0.072150 2.193041 0.016 0.035 0.045 0.738
C -1.422315 0.580285 3.035189 0.005 -0.059 -0.046 -0.684
C -0.135936 0.535166 2.460922 -0.017 -0.147 -0.047 -0.338
C 0.895693 0.835433 3.353118 -0.001 0.036 0.195 -0.683
Cl 2.524377 0.479828 2.869748 -0.058 0.085 0.004 0.769
C 0.709762 1.327360 4.643983 -0.025 -0.050 -0.106 -0.712
Cl 2.043564 1.730537 5.642593 0.007 -0.001 0.003 0.715
C -0.590418 1.473380 5.115298 -0.027 0.008 0.015 -0.697
Cl -0.869596 2.096115 6.682081 0.011 0.002 -0.013 0.734
C -1.662213 1.058938 4.319825 0.030 0.018 0.051 -0.706
Cl -3.253391 1.139200 4.954634 -0.006 -0.001 -0.005 0.713
C 0.415548 -2.728559 1.161243 0.091 0.068 0.114 -0.007
C -0.723047 -2.432588 0.239535 -0.169 -0.141 -0.074 -0.279
C -1.523848 -3.506838 -0.207964 0.102 0.188 0.029 0.013
C -2.594573 -3.266307 -1.015474 -0.027 0.025 -0.011 0.043
C -2.944457 -1.937514 -1.345304 -0.090 -0.015 -0.060 -0.145
C -4.094246 -1.604396 -2.099950 0.066 0.033 0.051 -0.005
C -4.414901 -0.290881 -2.300747 0.005 -0.012 0.002 -0.043
C -3.620352 0.735014 -1.754416 -0.004 0.061 -0.005 -0.063
C -2.488053 0.443387 -1.035598 0.032 -0.217 -0.034 -0.564
S -1.500269 1.653263 -0.230773 -0.266 0.154 -0.068 0.766
C -2.131638 -0.909337 -0.849508 0.088 0.114 0.042 -0.284
N -0.987737 -1.179295 -0.122804 0.201 -0.266 -0.117 -0.044
H 1.259269 -3.153293 0.620490 -0.028 -0.046 0.002 0.080
H 0.092811 -3.464510 1.898061 0.000 -0.011 -0.002 0.106
H 0.759517 -1.850740 1.717766 -0.034 -0.023 -0.086 0.052
H -1.261478 -4.507683 0.102610 -0.014 -0.028 -0.001 0.128
H -3.206640 -4.081349 -1.380331 -0.010 -0.020 -0.009 0.134
H -4.716531 -2.397820 -2.490351 -0.012 -0.021 -0.017 0.123
H -5.294869 -0.023135 -2.867672 -0.032 -0.020 -0.019 0.117
H -3.914250 1.766729 -1.897128 0.016 0.031 0.024 0.118



# 2
79
Properties=species:S:1:pos:R:3:forces:R:3:lowdin_charge:R:1 method="wB97M-V/def2-TZVPD" homo_ev=-8.05 orbital_gap_ev=5.415
Tc 0.407068 -0.668668 -0.320143 -1.984 -0.334 2.706 1.339
C -0.153832 -4.255368 1.659557 -0.117 0.171 -0.041 -0.071
N 0.569668 -3.419868 0.724557 0.867 -0.591 0.196 -0.262
C 1.787468 -2.914568 1.302757 0.153 0.136 -0.010 -0.210
C 1.581568 -1.648168 2.126257 0.798 -1.262 0.682 -0.202
N 0.986868 -0.468368 1.533157 -0.591 -0.938 -1.309 -0.123
C 1.103668 0.638032 2.306457 -0.036 2.172 1.515 -0.168
C 0.421368 1.848332 2.022957 -0.416 -0.049 -0.335 -0.156
F -0.357032 1.978632 0.935757 0.346 0.157 0.820 0.076
C 0.497968 3.007532 2.771457 0.000 0.040 0.251 -0.148
F -0.191432 4.079232 2.359257 0.166 -0.126 0.124 0.124
C 1.276468 3.071132 3.912757 -0.030 -0.227 -0.097 -0.132
F 1.343868 4.168632 4.670457 0.022 -0.236 -0.256 0.131
C 1.976768 1.923832 4.239457 -0.059 0.110 0.118 -0.144
F 2.763468 1.899132 5.322757 -0.135 0.177 -0.065 0.119
C 1.887868 0.764732 3.489257 -0.039 -0.166 -0.108 -0.119
F 2.646468 -0.227668 4.017457 -0.131 0.231 -0.105 0.065
C 0.706468 -3.996868 -0.598243 -0.067 0.333 0.002 -0.171
C -0.483332 -3.501768 -1.430443 0.332 0.177 -0.231 -0.184
N -0.846932 -2.164268 -0.973443 0.543 1.271 0.230 -0.200
C -2.248932 -1.982768 -1.020243 -0.496 0.206 -0.157 -0.201
C -3.032732 -1.969168 0.139857 -0.037 -0.039 -0.435 -0.156
F -2.448132 -2.163168 1.325257 -0.126 0.075 -0.065 0.116
C -4.392632 -1.698368 0.088857 0.235 -0.097 -0.079 -0.139
F -5.105432 -1.647468 1.215557 -0.005 -0.006 -0.034 0.124
C -5.017832 -1.462268 -1.131943 0.328 -0.085 -0.015 -0.128
F -6.323632 -1.210368 -1.159843 0.068 0.006 -0.078 0.137
C -4.271832 -1.495968 -2.305643 0.147 -0.124 0.401 -0.133
F -4.849832 -1.282268 -3.479843 -0.095 0.069 -0.084 0.137
C -2.908632 -1.755568 -2.232343 0.167 0.038 0.131 -0.143
F -2.185532 -1.718468 -3.374743 -0.319 -0.185 0.347 0.039
H 0.434368 -5.140968 1.945157 -0.063 -0.063 -0.036 0.094
H -1.103132 -4.568168 1.227657 -0.049 -0.041 0.055 0.087
H -0.365132 -3.680168 2.560557 -0.113 -0.076 0.023 0.085
H 2.532268 -2.735668 0.524157 -0.251 -0.001 0.093 0.088
H 2.242168 -3.645768 1.993257 -0.006 0.078 0.045 0.132
H 2.601068 -1.415768 2.436457 -0.363 -0.057 0.071 0.099
H 0.985868 -1.911868 3.014057 0.179 0.142 -0.069 0.135
H 0.728568 -5.093468 -0.585343 0.022 0.003 -0.028 0.126
H 1.634968 -3.645968 -1.062643 -0.111 -0.016 0.164 0.114
H -1.347132 -4.160168 -1.292343 0.029 0.098 -0.059 0.128
H -0.234732 -3.505368 -2.504143 -0.022 -0.049 0.141 0.126
C 5.446468 2.159232 -0.599543 0.258 -0.113 0.091 -0.057
C 4.191968 1.426232 -1.018943 -0.432 -0.158 0.648 -0.599
O 4.103668 1.205832 -2.415143 0.169 0.201 -0.318 -0.119
P 4.063368 -0.280268 -0.360143 0.152 -0.759 -0.435 0.496
O 4.133968 -0.233868 1.206457 0.000 -0.223 0.032 -0.065
O 5.412468 -1.026168 -0.752343 0.224 0.252 0.436 -0.075
O 2.884468 -1.067668 -0.791343 -0.282 -0.073 -0.039 -0.343
P 2.721968 2.212332 -0.209943 -0.548 -0.265 -0.483 0.314
O 2.499668 3.509832 -1.132943 0.385 -0.204 -0.206 -0.141
O 3.026968 2.515532 1.196957 0.526 0.448 0.084 -0.235
O 1.568468 1.283632 -0.517243 -0.376 -0.554 0.065 -0.532
H 6.339368 1.567232 -0.794843 0.084 0.045 -0.068 0.086
H 5.384268 2.405832 0.459757 0.114 0.058 0.013 0.078
H 5.508068 3.100632 -1.149643 0.012 -0.008 0.012 0.098
H 4.169868 2.049632 -2.892443 -0.021 -0.200 0.289 0.098
H 4.742568 0.385732 1.609457 0.179 0.403 0.204 0.107
H 5.548568 -1.166068 -1.689843 -0.067 -0.036 -0.421 0.097
H 2.218668 4.260032 -0.612043 -0.114 0.476 0.253 0.086
O -1.843632 1.051132 -2.146743 0.114 0.153 0.251 -0.185
C -2.175432 0.983732 -0.951543 1.140 -0.706 -1.018 -0.561
O -1.542532 0.239432 -0.117443 1.015 -0.506 0.783 -0.160
C -3.363232 1.726932 -0.492643 -0.224 0.202 0.160 -0.126
C -3.806732 1.665932 0.826357 0.145 -0.048 -0.228 -0.016
C -4.909932 2.405232 1.206657 -0.084 0.019 0.061 -0.069
C -5.557732 3.214632 0.284857 -0.011 -0.037 0.034 -0.075
C -5.119432 3.263132 -1.029543 -0.064 0.027 -0.031 -0.067
C -4.026032 2.521132 -1.429343 0.050 -0.138 0.164 -0.003
H -3.287832 1.047732 1.545557 0.081 -0.058 -0.028 0.121
H -5.262032 2.340032 2.224757 -0.060 0.078 0.100 0.104
H -6.406432 3.807032 0.591157 -0.111 0.032 0.030 0.102
H -5.629632 3.872732 -1.757043 -0.126 0.150 -0.047 0.104
H -3.681732 2.549032 -2.456643 0.074 -0.055 0.109 0.076
Se 0.564468 -0.856168 -6.493443 -0.111 0.146 0.465 -0.033
Sb -0.431532 0.566032 -4.881943 -0.932 0.419 -2.069 0.092
Se 0.441468 -0.275468 -2.454643 -1.083 -1.877 -2.255 0.439
Se -2.428532 1.798232 -5.141543 0.405 -0.232 -0.071 0.095
Se 1.253168 1.547432 -3.256843 0.777 2.220 -0.986 0.434



# 3
56
Properties=species:S:1:pos:R:3:forces:R:3:lowdin_charge:R:1 method="wB97M-V/def2-TZVPD" homo_ev=-7.29 orbital_gap_ev=6.734
Pd -0.313354 -0.368773 0.720759 -0.219 0.707 -0.477 0.630
C -1.561455 3.645194 1.300562 -0.057 -0.092 -0.070 -0.089
C -0.377026 4.365723 1.137107 0.011 0.095 -0.002 -0.083
C 0.661139 3.799950 0.447619 -0.048 0.047 -0.060 -0.030
C 0.548506 2.495393 -0.080177 0.121 -0.004 -0.388 -0.331
N -0.592816 1.782466 0.114773 0.334 -0.069 0.535 0.034
C -1.609447 2.377041 0.773750 -0.098 0.006 -0.068 -0.180
N 1.584784 2.109500 -0.903593 -0.160 -0.172 0.284 0.155
C 1.873964 0.877869 -1.211790 0.065 0.092 -0.084 -0.304
N 1.424644 -0.260685 -0.664711 -0.186 -0.315 -0.110 0.055
C 1.814670 -1.330036 -1.441010 0.243 0.193 -0.273 -0.297
N 1.404451 -2.542703 -1.391312 -0.119 -0.064 0.183 0.175
C 0.354700 -2.889244 -0.535869 0.230 -0.088 -0.096 -0.359
C 0.506882 -3.958108 0.352030 0.159 0.029 -0.156 -0.026
C -0.511255 -4.244094 1.231520 0.037 -0.103 0.163 -0.081
C -1.677456 -3.494377 1.203303 -0.252 0.031 -0.059 -0.088
C -1.795286 -2.517059 0.228693 0.018 -0.374 -0.172 -0.186
N -0.805128 -2.222746 -0.634289 -0.071 0.033 0.156 0.056
C 2.781081 -0.831639 -2.466533 -0.060 -0.056 0.067 -0.100
C 3.513158 -1.472132 -3.444748 0.013 0.038 0.005 -0.013
C 4.300031 -0.677279 -4.274450 0.018 0.013 -0.024 -0.080
C 4.329939 0.708406 -4.132344 -0.014 0.018 0.017 -0.079
C 3.572567 1.347472 -3.153554 0.024 -0.100 -0.027 -0.012
C 2.812031 0.547161 -2.326794 -0.076 0.100 0.071 -0.103
H -2.421396 4.057494 1.808304 0.000 0.008 0.001 0.102
H -0.284930 5.370159 1.531352 0.003 -0.005 0.013 0.110
H 1.579788 4.335643 0.257133 0.011 -0.017 0.002 0.112
H -2.512407 1.782718 0.849362 0.019 -0.005 0.040 0.103
H 1.433779 -4.513052 0.348309 0.008 -0.001 0.002 0.112
H -0.396234 -5.048400 1.945833 0.003 -0.010 0.031 0.109
H -2.495457 -3.689764 1.883122 0.002 -0.009 -0.007 0.101
H -2.734271 -2.004183 0.051914 0.033 0.097 0.107 0.103
H 3.473044 -2.547215 -3.558707 -0.009 -0.003 0.003 0.112
H 4.896717 -1.139096 -5.050877 -0.002 -0.010 0.006 0.100
H 4.948250 1.295818 -4.799153 0.004 -0.009 -0.004 0.100
H 3.571885 2.422943 -3.038731 0.002 0.006 -0.004 0.112
C 0.918285 1.665349 3.182509 0.045 -0.046 0.294 -0.175
Si -0.075357 0.133708 2.843124 -0.176 0.021 -0.098 0.499
C -1.713372 0.127545 3.742799 0.116 0.096 0.249 -0.193
C 0.915408 -1.423571 3.126285 0.128 -0.096 0.089 -0.278
C 2.102747 -1.626234 2.408673 0.028 0.023 0.029 -0.106
C 2.876695 -2.762640 2.605134 -0.053 0.058 0.001 -0.082
C 2.482145 -3.712476 3.533850 0.018 -0.055 0.000 -0.086
C 1.309827 -3.532871 4.258603 0.024 -0.033 -0.036 -0.092
C 0.531302 -2.407129 4.046049 -0.072 0.017 -0.001 -0.103
H 1.198726 1.619890 4.241600 0.043 0.110 -0.037 0.043
H 0.353208 2.581152 3.014367 -0.026 -0.035 0.001 0.015
H 1.834020 1.707336 2.592852 0.006 -0.056 -0.021 0.039
H -1.551903 0.268424 4.817618 -0.060 -0.028 -0.019 0.038
H -2.253504 -0.807163 3.591831 0.014 -0.022 -0.026 0.024
H -2.342833 0.949469 3.398087 0.018 0.004 -0.019 0.019
H 2.425612 -0.888308 1.682631 -0.012 0.001 0.003 0.087
H 3.784168 -2.899822 2.031074 0.006 -0.010 0.007 0.108
H 3.087538 -4.596230 3.694424 -0.007 0.006 0.009 0.104
H 1.006751 -4.273664 4.988252 -0.009 0.010 -0.002 0.103
H -0.380653 -2.288632 4.621133 -0.020 0.026 -0.029 0.098



# 4
62
Properties=species:S:1:pos:R:3:forces:R:3:lowdin_charge:R:1 method="wB97M-V/def2-TZVPD" homo_ev=-7.70 orbital_gap_ev=6.412
Al -0.137807 0.227800 0.541563 -0.012 -0.029 0.063 0.037
O -4.086747 1.689072 3.901567 -0.085 -0.006 0.024 0.065
C -4.691281 1.425986 2.733014 0.004 -0.042 0.028 -0.262
C -6.076458 1.591631 2.678036 -0.013 0.008 0.010 -0.012
C -6.765361 1.328777 1.513880 0.016 0.002 0.001 -0.073
C -6.096964 0.893492 0.368625 -0.010 -0.009 -0.004 -0.085
C -4.731299 0.731361 0.412933 0.004 0.020 0.003 -0.014
C -4.007149 0.992897 1.583110 -0.014 0.056 -0.033 -0.072
C -2.555447 0.821680 1.552837 0.036 -0.087 0.059 -0.333
O -1.982830 0.461302 0.466335 -0.043 -0.072 0.008 0.027
N -1.861044 1.045207 2.673488 -0.003 0.017 -0.044 0.096
N -0.553401 0.819209 2.407481 0.017 0.033 -0.027 0.011
C 0.380052 1.029144 3.247009 0.030 0.010 -0.003 0.021
C 1.728397 0.729457 2.747622 -0.005 -0.040 -0.064 -0.240
C 2.883002 0.897661 3.483372 0.012 0.024 0.028 -0.001
C 4.096439 0.572291 2.890945 -0.017 -0.017 0.005 -0.035
C 4.109511 0.082464 1.599095 -0.047 -0.037 -0.020 -0.029
C 2.902940 -0.057881 0.927233 0.079 0.003 -0.050 -0.095
N 1.745772 0.264612 1.487303 -0.034 -0.001 0.088 0.078
H -3.127992 1.504956 3.799159 0.050 0.053 -0.017 0.064
H -6.583349 1.927305 3.572540 -0.002 -0.002 0.001 0.118
H -7.839636 1.461591 1.493112 -0.002 0.002 0.000 0.106
H -6.643531 0.686711 -0.540922 0.000 0.000 0.003 0.101
H -4.181332 0.398398 -0.456288 -0.001 0.003 -0.004 0.120
H 0.192409 1.403998 4.246954 0.013 0.010 0.000 0.147
H 2.833021 1.283246 4.492177 -0.006 -0.004 0.004 0.122
H 5.020105 0.701221 3.438830 0.001 0.005 -0.002 0.117
H 5.032139 -0.185518 1.105205 0.005 0.018 0.004 0.114
H 2.855468 -0.420556 -0.092801 -0.015 -0.023 0.060 0.119
C -1.204750 4.264626 -1.510094 0.047 0.020 -0.049 -0.081
C 0.095843 4.418006 -2.270726 -0.033 0.076 0.029 -0.289
O 0.797486 3.164958 -2.418849 -0.097 -0.007 0.083 -0.265
P 1.383601 2.384649 -1.165722 0.062 0.101 0.106 0.140
O 0.253746 1.525598 -0.578113 0.117 0.019 -0.166 -0.236
Te 2.492841 3.757794 0.371872 -0.025 -0.025 -0.054 0.440
O 2.302733 1.312899 -1.901609 0.076 -0.062 -0.018 -0.287
C 3.463213 1.734245 -2.647856 -0.020 -0.018 0.026 -0.285
C 4.294060 0.507807 -2.941061 0.005 0.051 0.041 -0.068
H -1.762190 5.201336 -1.558651 0.006 -0.006 0.005 0.082
H -1.018903 4.033603 -0.461196 -0.003 -0.011 0.010 0.063
H -1.813830 3.470391 -1.939988 -0.022 -0.011 -0.011 0.085
H 0.762648 5.124285 -1.770967 -0.010 -0.002 -0.022 0.068
H -0.074184 4.753282 -3.291564 -0.009 -0.003 -0.010 0.118
H 4.015424 2.464580 -2.051200 0.012 -0.004 -0.008 0.075
H 3.122315 2.216751 -3.564516 -0.010 0.002 -0.007 0.118
H 4.659010 0.058897 -2.015785 -0.007 -0.005 -0.018 0.068
H 5.156284 0.781984 -3.549454 0.001 0.000 0.001 0.081
H 3.708219 -0.233517 -3.482547 -0.009 -0.020 -0.010 0.082
N 1.011809 -9.089226 -2.742003 0.004 0.001 0.000 0.154
C 0.872608 -8.016498 -2.354022 -0.010 0.005 0.000 -0.185
C 0.698676 -6.674739 -1.867213 0.003 0.014 0.002 -0.234
C 0.578482 -6.442342 -0.498808 0.000 -0.011 0.002 -0.023
C 0.416600 -5.152223 -0.032049 -0.004 0.016 0.010 -0.019
C 0.371549 -4.076738 -0.922553 0.019 0.001 -0.025 -0.239
C 0.488413 -4.320717 -2.293500 -0.003 0.009 0.014 -0.017
C 0.651749 -5.609214 -2.764008 0.002 -0.015 -0.013 -0.023
C 0.213668 -2.736992 -0.439574 0.014 0.029 0.090 -0.068
C 0.079432 -1.605479 -0.024376 -0.066 -0.040 -0.121 0.056
H 0.613036 -7.274936 0.190430 0.000 0.001 -0.001 0.120
H 0.321538 -4.964104 1.028472 0.002 0.001 -0.001 0.119
H 0.448371 -3.487511 -2.981484 0.002 -0.005 -0.006 0.120
H 0.742849 -5.798968 -3.824720 0.000 0.003 0.000 0.120